9
Properties=species:S:1:pos:R:3 method="wB97M-V/def2-TZVPD" homo_lumo_gap_ev="7.8 / 7.8" homo_energy_ev="-14.34 / -14.33" de_lowest_ev=4.6870 total_charge=+1 smiles="[NH3+]N=[N+]=C=N[O-]" lumo_energy_ev="-6.6 / -6.6" fmax_ev_per_a=8.69
N 0.253 -0.496 0.135
N 0.801 0.257 -0.968
N 0.893 -0.491 -1.959
C 1.219 -0.241 -3.129
N 1.380 -0.543 -4.305
O 1.530 -0.785 -5.517
H 1.124 -0.833 0.738
H -0.261 -1.408 -0.344
H -0.392 0.159 0.603

18
Properties=species:S:1:pos:R:3 method="wB97M-V/def2-TZVPD" homo_lumo_gap_ev="7.9 / 1.0" homo_energy_ev="-12.65 / -12.65" multiplicity=2 de_lowest_ev=1.4386 total_charge=+1 lumo_energy_ev="-4.7 / -11.6" fmax_ev_per_a=1.69
O -0.974 4.925 0.740
H -0.522 5.635 0.264
H -0.368 4.188 0.494
O 1.787 -6.740 0.337
H 2.301 -7.044 1.148
H 2.404 -5.973 0.036
O 0.184 2.506 -0.241
H -0.477 2.040 -0.784
H 0.238 2.091 0.628
O 3.904 -5.554 -0.568
H 4.473 -6.014 -1.203
H 3.709 -4.638 -0.840
O -2.088 1.237 -0.942
H -2.410 1.616 -0.140
H -2.867 1.008 -1.466
O -3.126 3.228 0.759
H -2.351 3.782 0.557
H -3.817 3.707 1.222

54
Properties=species:S:1:pos:R:3 method="wB97M-V/def2-TZVPD" homo_lumo_gap_ev="6.0 / 5.9" homo_energy_ev="-10.10 / -10.08" multiplicity=2 de_lowest_ev=0.7942 total_charge=+1 lumo_energy_ev="-4.1 / -4.2" fmax_ev_per_a=0.19
Co 0.395 0.983 -0.781
O 3.682 -0.448 -3.024
C 2.771 0.112 -2.249
O 1.728 0.589 -2.634
C 3.151 0.134 -0.799
C 4.359 -0.278 -0.264
C 4.540 -0.136 1.106
C 3.532 0.415 1.887
C 2.353 0.792 1.266
N 2.183 0.636 -0.043
C 1.153 1.458 1.888
O 1.122 1.713 3.178
O 0.243 1.820 1.166
H 3.387 -0.416 -3.949
H 5.129 -0.687 -0.901
H 5.472 -0.440 1.563
H 3.681 0.548 2.949
H 1.747 1.160 3.668
C 1.070 -2.700 -0.458
C -0.277 -2.165 -0.844
C -1.346 -2.988 -1.130
C -2.552 -2.408 -1.539
C -2.682 -1.046 -1.667
C -1.559 -0.255 -1.367
N -0.404 -0.838 -0.950
N -1.380 1.077 -1.407
Si -2.491 2.384 -1.707
C -1.445 3.916 -1.479
C -3.163 2.290 -3.448
C -3.889 2.341 -0.467
H 0.998 -3.713 -0.068
H 1.530 -2.068 0.302
H 1.727 -2.727 -1.332
H -1.244 -4.060 -1.040
H -3.399 -3.046 -1.763
H -3.607 -0.589 -1.989
H -0.625 3.946 -2.201
H -1.023 3.952 -0.471
H -2.032 4.827 -1.615
H -2.346 2.311 -4.173
H -3.826 3.130 -3.663
H -3.731 1.373 -3.618
H -3.504 2.447 0.550
H -4.442 1.400 -0.514
H -4.602 3.149 -0.643
C -1.044 -1.040 3.976
S 0.278 -1.494 2.840
C 0.973 -2.916 3.699
H -1.770 -1.847 4.052
H -1.537 -0.162 3.563
H -0.655 -0.798 4.964
H 1.342 -2.646 4.687
H 1.801 -3.290 3.099
H 0.228 -3.705 3.792

60
Properties=species:S:1:pos:R:3 method="wB97M-V/def2-TZVPD" homo_lumo_gap_ev=8.3 homo_energy_ev=-8.47 total_charge=0 smiles="C=CCOC(=O)OC[C@H]1CO1.C1CCOC1.C1CCOC1.C1CCOC1" lumo_energy_ev=-0.1 fmax_ev_per_a=8.99
C 4.003 -1.349 2.573
C 3.263 -2.488 3.201
C 2.249 -3.514 2.354
O 0.905 -3.279 2.901
C -0.118 -4.135 2.288
O 0.188 -4.731 1.101
O -1.446 -4.460 2.825
C -2.024 -3.392 3.637
C -2.934 -2.309 2.547
C -2.104 -0.842 2.161
O -2.326 -2.111 1.130
H 4.322 -1.349 1.434
H 4.246 -0.396 3.249
H 3.343 -2.671 4.367
H 2.647 -4.620 2.501
H 2.340 -3.265 1.202
H -1.270 -2.711 4.211
H -2.831 -3.784 4.397
H -4.179 -2.252 2.709
H -3.114 -0.295 2.497
H -2.094 -0.268 1.161
C 8.538 -1.548 0.397
C 9.104 -2.180 1.642
C 7.881 -2.831 2.252
O 7.018 -3.192 1.165
C 7.501 -2.564 -0.030
H 9.285 -1.352 -0.375
H 8.049 -0.600 0.651
H 9.838 -2.947 1.368
H 9.588 -1.468 2.315
H 7.336 -2.130 2.893
H 8.128 -3.721 2.838
H 7.945 -3.343 -0.660
H 6.666 -2.110 -0.572
C -2.540 1.321 -2.983
C -1.644 2.528 -3.098
C -1.605 3.031 -1.672
O -1.753 1.884 -0.822
C -2.153 0.768 -1.629
H -2.410 0.598 -3.792
H -3.590 1.638 -2.970
H -0.642 2.216 -3.413
H -2.007 3.278 -3.805
H -2.439 3.709 -1.466
H -0.669 3.546 -1.435
H -1.296 0.090 -1.708
H -2.975 0.236 -1.141
C -7.144 5.248 -3.421
C -6.533 5.119 -2.050
C -6.084 3.674 -2.038
O -5.760 3.328 -3.392
C -6.239 4.368 -4.255
H -7.191 6.277 -3.786
H -8.161 4.839 -3.414
H -5.663 5.781 -1.967
H -7.223 5.358 -1.236
H -6.889 3.010 -1.707
H -5.212 3.511 -1.398
H -5.370 4.926 -4.620
H -6.756 3.927 -5.112

43
Properties=species:S:1:pos:R:3 method="wB97M-V/def2-TZVPD" homo_lumo_gap_ev=9.3 homo_energy_ev=-8.36 de_lowest_ev=1.1426 total_charge=0 smiles=Cc1ccccc1OCCCCN1CCCCC1 lumo_energy_ev=0.9 fmax_ev_per_a=0.57
C -2.535 -1.347 1.896
C -3.316 -0.991 0.670
C -4.268 -1.838 0.135
C -4.973 -1.497 -1.010
C -4.723 -0.288 -1.627
C -3.775 0.581 -1.109
C -3.069 0.239 0.036
O -2.122 1.020 0.627
C -1.683 2.185 -0.034
C -0.483 2.743 0.731
C 0.608 1.697 0.959
C 1.184 1.141 -0.344
N 2.427 0.424 -0.118
C 3.188 0.259 -1.344
C 4.561 -0.333 -1.041
C 4.407 -1.685 -0.357
C 3.543 -1.508 0.886
C 2.211 -0.867 0.511
H -2.656 -0.575 2.655
H -1.474 -1.407 1.658
H -2.862 -2.302 2.301
H -4.459 -2.785 0.620
H -5.710 -2.174 -1.414
H -5.265 -0.009 -2.518
H -3.600 1.524 -1.603
H -1.395 1.949 -1.067
H -2.486 2.936 -0.062
H -0.086 3.592 0.171
H -0.827 3.104 1.702
H 0.181 0.892 1.556
H 1.424 2.148 1.525
H 1.405 1.981 -1.009
H 0.439 0.497 -0.845
H 3.308 1.241 -1.808
H 2.657 -0.395 -2.063
H 5.097 0.349 -0.379
H 5.127 -0.431 -1.969
H 5.385 -2.091 -0.088
H 3.926 -2.389 -1.041
H 4.057 -0.856 1.594
H 3.361 -2.469 1.370
H 1.616 -0.719 1.413
H 1.651 -1.547 -0.161

19
Properties=species:S:1:pos:R:3 method="wB97M-V/def2-TZVPD" homo_lumo_gap_ev=8.6 homo_energy_ev=-11.79 de_lowest_ev=1.4000 total_charge=+1 lumo_energy_ev=-3.2 fmax_ev_per_a=1.14
N -2.068 -2.122 0.404
C -1.762 -0.750 0.268
C -0.533 -0.273 0.380
N 0.591 -1.146 0.579
C -0.203 1.172 0.363
C 0.698 1.516 -0.823
N 2.050 0.882 -0.677
H -1.795 -2.811 -0.278
H -3.041 -2.240 0.615
H -2.594 -0.094 0.039
H 1.026 -1.000 1.484
H 0.275 -2.105 0.520
H -1.097 1.789 0.297
H 0.236 1.449 1.314
H 0.307 1.192 -1.780
H 0.819 2.599 -0.876
H 2.736 1.443 -0.176
H 2.432 0.494 -1.528
H 1.923 0.006 -0.126

83
Properties=species:S:1:pos:R:3 method="wB97M-V/def2-TZVPD" homo_lumo_gap_ev=7.1 homo_energy_ev=-6.62 de_lowest_ev=0.9095 total_charge=0 lumo_energy_ev=0.4 fmax_ev_per_a=1.37
Cu 0.021 0.370 -0.243
Br 3.386 1.112 0.353
C 3.043 1.946 2.075
Br 1.381 1.396 2.895
H 2.998 3.023 1.926
H 3.851 1.667 2.747
N -2.188 0.691 -0.546
C -2.695 2.004 -0.755
C -4.049 2.265 -0.925
C -4.482 3.559 -1.147
C -3.569 4.602 -1.188
C -2.223 4.351 -1.009
C -1.779 3.052 -0.796
P -0.012 2.643 -0.565
C 0.649 3.097 -2.201
C -0.162 3.162 -3.329
C 0.378 3.522 -4.551
C 1.727 3.813 -4.660
C 2.548 3.695 -3.552
C 2.018 3.320 -2.335
C 0.401 4.133 0.431
C -0.145 4.192 1.714
C 0.072 5.297 2.515
C 0.826 6.360 2.046
C 1.370 6.307 0.775
C 1.157 5.204 -0.033
H -2.385 0.074 -1.327
H -2.564 0.258 0.293
H -4.759 1.451 -0.886
H -5.533 3.755 -1.291
H -3.906 5.612 -1.357
H -1.507 5.158 -1.041
H -1.215 2.929 -3.252
H -0.260 3.584 -5.420
H 2.140 4.116 -5.609
H 3.604 3.898 -3.636
H 2.670 3.197 -1.482
H -0.753 3.371 2.073
H -0.344 5.335 3.511
H 0.979 7.234 2.662
H 1.964 7.129 0.403
H 1.559 5.195 -1.035
C 2.007 -2.068 2.381
C 1.689 -3.335 1.586
C 2.891 -3.548 0.667
C 1.527 -4.533 2.515
P 0.215 -2.868 0.401
N 0.382 -1.476 -0.194
C 0.178 -4.197 -1.014
C 0.408 -5.653 -0.618
C -1.192 -4.107 -1.688
C 1.207 -3.742 -2.051
C -1.434 -3.113 1.437
C -2.528 -2.449 0.596
C -1.237 -2.255 2.687
C -1.884 -4.508 1.856
H 3.022 -2.116 2.779
H 1.329 -1.898 3.212
H 1.933 -1.231 1.690
H 3.816 -3.536 1.247
H 2.930 -2.740 -0.063
H 2.848 -4.501 0.149
H 2.485 -4.746 2.994
H 1.221 -5.422 1.971
H 0.803 -4.335 3.301
H -0.316 -5.980 0.124
H 1.406 -5.817 -0.225
H 0.295 -6.285 -1.502
H -1.982 -4.476 -1.044
H -1.197 -4.717 -2.595
H -1.403 -3.078 -1.968
H 2.197 -4.140 -1.851
H 1.255 -2.654 -2.033
H 0.916 -4.064 -3.051
H -2.040 -1.807 -0.135
H -3.187 -1.844 1.219
H -3.149 -3.172 0.075
H -0.814 -1.291 2.405
H -0.575 -2.738 3.400
H -2.192 -2.084 3.190
H -2.113 -5.133 0.998
H -2.798 -4.418 2.448
H -1.139 -5.010 2.463

26
Properties=species:S:1:pos:R:3 method="wB97M-V/def2-TZVPD" homo_lumo_gap_ev="9.7 / 5.9" homo_energy_ev="-14.29 / -14.29" multiplicity=2 de_lowest_ev=0.7541 total_charge=+1 lumo_energy_ev="-4.6 / -8.4" fmax_ev_per_a=2.96
C 1.793 1.644 -0.233
C 0.690 1.068 -1.058
C 0.952 -0.025 -1.827
C -0.604 1.681 -1.023
C -0.053 -0.419 -2.729
C -1.608 1.150 -1.902
C -1.363 0.119 -2.763
H 1.535 2.037 0.771
H 2.211 2.615 -0.532
H 1.914 -0.508 -1.908
H -0.911 2.455 -0.336
H 0.215 -1.157 -3.480
H -2.576 1.621 -1.792
H -2.116 -0.244 -3.445
H 2.663 1.030 -0.010
C -0.549 -0.605 2.226
C -1.171 -1.765 1.405
C 0.915 -0.976 2.561
H -0.638 0.337 1.671
H -1.192 -0.515 3.108
H -0.351 -2.480 1.265
H -1.520 -1.523 0.397
H 0.935 -1.950 3.046
H 1.376 -0.979 1.567
H -1.980 -2.354 1.834
H 1.434 -0.256 3.184

16
Properties=species:S:1:pos:R:3 method="wB97M-V/def2-TZVPD" homo_lumo_gap_ev=4.9 homo_energy_ev=-6.68 de_lowest_ev=8.9445 total_charge=0 lumo_energy_ev=-1.8 fmax_ev_per_a=2.94
C -0.712 -1.138 -1.586
C 0.186 -1.088 -2.616
C -0.184 1.027 -0.151
C -0.853 -0.102 -0.656
C -0.991 -0.067 0.763
C 0.324 -0.220 1.676
C 0.880 0.967 2.129
C 1.123 0.769 0.719
H -1.084 -2.126 -1.344
H 1.035 -0.434 -2.516
H -0.013 -1.630 -3.527
H -0.471 2.067 -0.261
H -1.896 0.342 1.200
H 0.652 -1.239 1.837
H 1.732 1.344 2.668
H 1.948 0.209 0.287

148
Properties=species:S:1:pos:R:3 method="wB97M-V/def2-TZVPD" homo_lumo_gap_ev=9.1 homo_energy_ev=-8.51 de_lowest_ev=0.0000 total_charge=0 smiles=COC[C@H](C)N.COC[C@H](C)N.COC[C@H](C)N.COC[C@H](C)N.COC[C@H](C)N.COC[C@H](C)N.COC[C@H](C)N.COC[C@H](C)N.CO.CO lumo_energy_ev=0.6 fmax_ev_per_a=2.41
C -1.422 2.537 -5.850
O -0.441 3.241 -5.144
C 0.188 2.476 -4.172
C 1.174 3.402 -3.472
C 1.870 2.687 -2.333
N 0.540 4.624 -2.938
H -0.966 1.656 -6.323
H -1.866 3.154 -6.613
H -2.172 2.151 -5.146
H -0.550 2.123 -3.443
H 0.782 1.630 -4.570
H 1.878 3.714 -4.247
H 2.630 3.313 -1.863
H 2.421 1.800 -2.670
H 1.227 2.342 -1.517
H -0.241 4.445 -2.312
H 0.143 5.088 -3.756
C -0.087 -4.049 2.891
O 0.445 -4.881 3.918
C -0.122 -6.138 3.965
C -0.225 -6.672 5.365
C 1.108 -6.962 5.997
N -1.081 -7.822 5.506
H 0.073 -4.504 1.905
H 0.350 -3.060 2.898
H -1.177 -4.007 3.023
H -1.154 -6.135 3.569
H 0.454 -6.844 3.344
H -0.657 -5.843 5.931
H 1.608 -7.740 5.411
H 1.011 -7.268 7.039
H 1.763 -6.102 6.058
H -2.013 -7.716 5.114
H -0.653 -8.639 5.044
C 6.556 1.260 0.879
O 5.783 2.013 -0.010
C 5.132 3.130 0.562
C 4.137 2.855 1.669
C 2.924 2.059 1.207
N 3.743 4.096 2.258
H 5.922 0.634 1.515
H 7.210 1.827 1.544
H 7.246 0.654 0.297
H 5.897 3.827 0.915
H 4.661 3.695 -0.258
H 4.751 2.289 2.390
H 3.230 1.113 0.749
H 2.320 2.632 0.497
H 2.279 1.778 2.048
H 4.352 4.452 2.969
H 3.216 4.759 1.710
C -3.253 -1.601 1.878
O -4.235 -2.554 1.565
C -5.551 -2.062 1.737
C -5.893 -0.843 0.943
C -7.348 -0.434 1.190
N -5.648 -1.135 -0.435
H -2.257 -2.025 1.888
H -3.463 -1.089 2.824
H -3.204 -0.771 1.154
H -6.224 -2.875 1.457
H -5.761 -1.824 2.789
H -5.391 0.052 1.320
H -7.610 0.431 0.574
H -7.480 -0.253 2.257
H -7.985 -1.266 0.866
H -5.644 -0.383 -1.114
H -4.806 -1.699 -0.545
C -0.590 3.993 0.648
O -1.795 3.301 0.918
C -2.033 3.366 2.278
C -3.281 2.545 2.628
C -4.549 3.102 1.939
N -3.524 2.532 4.075
H -0.376 4.055 -0.396
H 0.278 3.578 1.163
H -0.726 5.045 0.949
H -1.208 3.006 2.911
H -2.147 4.398 2.638
H -3.169 1.503 2.311
H -4.910 4.022 2.404
H -5.320 2.321 2.000
H -4.448 3.281 0.877
H -2.722 2.176 4.588
H -3.788 3.446 4.437
C 4.224 -2.981 0.542
O 4.157 -2.008 -0.480
C 5.356 -1.831 -1.185
C 5.121 -0.854 -2.307
C 6.462 -0.486 -2.894
N 4.412 0.385 -1.986
H 5.080 -2.798 1.188
H 4.273 -3.967 0.071
H 3.315 -2.954 1.147
H 6.121 -1.480 -0.483
H 5.644 -2.786 -1.663
H 4.536 -1.296 -3.121
H 6.374 0.179 -3.739
H 6.993 -1.333 -3.357
H 7.167 -0.093 -2.156
H 4.979 1.028 -1.432
H 3.596 0.153 -1.419
C 2.814 -4.322 -4.935
O 1.888 -3.488 -4.285
C 2.146 -3.338 -2.915
C 1.041 -2.556 -2.256
C 0.996 -1.124 -2.720
N 1.313 -2.575 -0.803
H 2.493 -4.472 -5.946
H 2.959 -5.316 -4.495
H 3.800 -3.848 -4.951
H 2.232 -4.326 -2.451
H 3.094 -2.869 -2.614
H 0.039 -2.982 -2.330
H 1.982 -0.678 -2.650
H 0.279 -0.534 -2.146
H 0.742 -1.029 -3.774
H 1.253 -3.543 -0.483
H 2.290 -2.315 -0.668
C -3.500 4.828 -3.989
O -3.519 3.546 -3.481
C -4.175 3.446 -2.265
C -4.190 2.030 -1.868
C -2.829 1.335 -1.826
N -5.164 1.163 -2.582
H -3.192 5.571 -3.257
H -4.508 5.137 -4.282
H -2.850 4.939 -4.847
H -3.661 4.040 -1.498
H -5.192 3.872 -2.350
H -4.579 1.981 -0.850
H -2.118 1.970 -1.302
H -2.317 1.199 -2.779
H -2.955 0.365 -1.333
H -6.089 1.593 -2.582
H -4.894 0.918 -3.522
C -0.555 0.319 4.346
O 0.334 -0.724 4.148
H -1.504 0.072 3.853
H -0.745 0.433 5.404
H -0.126 1.250 3.943
H 0.361 -0.878 3.188
C -0.044 0.261 0.875
O 0.694 -0.833 1.380
H -1.107 0.064 0.721
H 0.117 1.054 1.605
H 0.334 0.622 -0.094
H 0.672 -1.550 0.679

12
Properties=species:S:1:pos:R:3 method="wB97M-V/def2-TZVPD" homo_lumo_gap_ev=9.9 homo_energy_ev=-8.97 de_lowest_ev=3.3510 total_charge=0 lumo_energy_ev=0.9 fmax_ev_per_a=0.56
C 2.702 0.611 -0.192
O 2.773 -0.081 0.796
C -0.384 -0.549 0.540
C -1.655 -0.953 0.533
C -1.916 0.170 -0.437
O -0.497 0.513 -0.344
H 3.582 1.172 -0.565
H 1.764 0.720 -0.765
H 0.579 -0.785 0.982
H -2.244 -1.724 1.004
H -2.529 1.006 -0.087
H -2.175 -0.099 -1.465

Quick rundown of calculated total energy, same order as above: -333.66068; -458.21875; -3237.09157; -1270.51824; -754.66243; -323.62682; -8788.96272; -390.28218; -309.28509; -2543.27509; -306.38315 Eh